1.
The following is a DFT calculation (ωB97M-V/def2-TZVPD) of a 2-piece molecular cluster, C23H41N2O5PS overall at a distorted geometry.

Element x y z (Å)
S  -0.542  -0.198  0.563
P  -0.136  -3.797  3.712
O  1.279  -3.181  3.714
O  -0.999  -3.118  4.795
O  -0.788  -3.577  2.327
O  2.066  -1.050  -3.793
O  -0.036  -5.307  4.004
N  2.788  0.154  -1.877
N  0.617  -1.183  -0.383
C  1.041  1.129  -3.347
C  -3.590  1.847  0.964
C  1.587  -0.242  -2.661
C  1.272  2.495  -2.612
C  0.785  0.775  4.622
C  2.056  0.964  3.613
C  -0.565  0.960  3.770
C  -0.296  2.356  -5.334
C  -0.076  3.723  -4.575
C  0.262  1.050  -4.710
C  2.155  -0.372  2.709
C  -2.664  -1.342  -3.116
C  -2.919  2.600  2.241
C  2.030  -1.130  0.110
C  -3.047  1.731  3.587
C  0.593  -3.518  -2.549
C  -1.720  1.797  4.529
C  0.713  3.821  -3.236
C  0.386  -0.905  -1.844
C  -0.255  -2.168  -2.653
C  -1.804  -2.362  -2.172
C  3.149  -1.072  -1.071
C  2.401  0.036  1.144
H  1.168  -0.950  2.842
H  1.933  1.913  2.960
H  0.271  -2.163  -0.209
H  1.716  -3.391  -2.410
H  0.850  4.827  -2.693
H  -3.208  0.628  3.284
H  0.184  -4.124  -1.658
H  -1.979  -2.029  -1.095
H  -0.267  1.093  0.068
H  -1.350  2.863  4.706
H  -0.909  -0.070  3.417
H  -3.933  2.122  4.212
H  0.128  0.006  -5.167
H  0.848  -0.290  5.042
H  -0.526  4.660  -5.040
H  2.975  1.095  4.287
H  0.828  1.518  5.508
H  4.204  -0.886  -0.661
H  -0.881  2.272  -6.310
H  -3.403  0.706  1.005
H  -3.064  2.237  0.018
H  1.985  1.072  0.885
H  -1.949  1.256  5.523
H  -0.335  -1.899  -3.774
H  -3.521  3.572  2.372
H  3.553  0.164  1.082
H  2.252  -2.126  0.660
H  -4.709  2.084  0.864
H  3.205  -2.030  -1.691
H  -2.393  -1.474  -4.235
H  3.067  -0.986  3.028
H  -1.826  2.833  1.998
H  3.579  0.359  -2.508
H  0.463  -4.195  -3.480
H  -2.386  -0.247  -2.863
H  -0.469  -0.126  -1.879
H  -2.203  -3.403  -2.412
H  -3.789  -1.522  -3.044
H  1.827  2.575  -1.608
H  -0.290  1.571  2.828
H  2.612  -0.428  -4.321

Output
- total charge = -2
- multiplicity = 1
- electronic energy (eV) = -57845.8664
- frontier orbital gap (eV) = 1.786

=====

2.
The following is a DFT calculation (ωB97M-V/def2-TZVPD) of C4H8N2S in the gas phase at a distorted geometry.

Element x y z (Å)
S  1.898  1.726  0.311
N  1.669  0.171  0.112
N  -1.196  1.164  -0.045
C  2.903  -0.734  0.144
C  -0.743  0.002  -0.338
C  -2.576  1.545  0.184
C  0.574  -0.539  -0.207
H  2.936  -1.631  0.847
H  -3.304  0.644  0.077
H  0.617  -1.530  -0.480
H  -1.572  -0.735  -0.430
H  -2.811  2.078  1.192
H  -3.060  2.218  -0.586
H  3.253  -1.042  -0.775
H  3.598  -0.012  0.579

Output
- SMILES = C/N=C/C=[N+](/C)[S-]
- multiplicity = 1
- electronic energy (eV) = -18089.7526
- frontier orbital gap (spin up / spin down) (eV) = 7.329 / 7.335
- energy above the lowest of the compared OMol25 structures with the same formula, charge and spin (kcal/mol) = 92.0

=====

3.
The following is a DFT calculation (ωB97M-V/def2-TZVPD) of C3H7NO in the gas phase at a distorted geometry.

Element x y z (Å)
O  1.175  0.268  0.595
N  1.717  -0.597  -0.384
C  -1.483  -0.800  0.208
C  0.157  1.057  0.045
C  -1.186  0.393  -0.199
H  1.629  -1.504  0.069
H  -1.925  0.973  -0.703
H  2.716  -0.439  -0.296
H  -2.409  -1.377  -0.039
H  -0.059  1.855  0.811
H  -0.779  -1.463  0.755
H  0.447  1.634  -0.861

Output
- SMILES = C=CCON
- multiplicity = 1
- electronic energy (eV) = -6759.2563
- frontier orbital gap (eV) = 10.779
- energy above the lowest of the compared OMol25 structures with the same formula, charge and spin (kcal/mol) = 80.6

=====

4.
The following is a DFT calculation (ωB97M-V/def2-TZVPD) of a 8-piece molecular cluster, C3H21NO9 overall at a distorted geometry.

Element x y z (Å)
O  -0.971  -3.333  1.406
O  3.021  0.403  -2.691
O  0.730  -2.109  2.852
O  -1.970  -0.961  0.662
O  -2.601  0.904  -3.011
O  1.762  1.436  3.141
O  -2.742  1.561  -0.191
O  -1.364  0.990  2.982
O  2.852  0.169  0.366
N  -0.472  0.615  -2.354
C  -1.489  0.582  -3.299
C  1.870  1.090  -2.251
C  0.765  -0.001  -2.626
H  0.952  -0.799  -1.893
H  2.411  -0.723  0.572
H  -2.138  0.796  2.448
H  -1.193  0.430  -4.346
H  0.124  -2.828  3.154
H  -1.435  -1.726  0.449
H  1.004  1.596  3.700
H  0.223  -1.319  3.054
H  -0.799  -4.295  1.344
H  -2.750  1.486  -1.155
H  1.381  0.802  2.534
H  3.855  0.672  -2.294
H  1.834  1.985  -2.881
H  1.985  1.330  -1.194
H  1.048  -0.258  -3.642
H  -0.712  0.808  -1.370
H  -1.443  -0.215  0.460
H  3.495  0.361  1.052
H  -1.843  1.489  3.697
H  -1.797  -2.934  1.318
H  -3.597  1.994  0.008

Output
- total charge = +1
- multiplicity = 2
- electronic energy (eV) = -23358.6614
- frontier orbital gap (spin up / spin down) (eV) = 9.271 / 3.948
- energy above the lowest of the compared OMol25 structures with the same formula, charge and spin (kcal/mol) = 18.5
- expectation value of S² = 0.77

=====

5.
The following is a DFT calculation (ωB97M-V/def2-TZVPD) of C8H10O8P2PdS2Se4 as an isolated structure at a distorted geometry.

Element x y z (Å)
Pd  -0.730  -0.642  1.161
Se  -0.491  -2.540  -3.958
Se  -1.144  -1.670  -2.060
Se  1.617  -0.194  -3.537
Se  0.320  0.107  -1.807
S  -2.229  -2.122  2.204
S  -0.226  -1.080  4.189
P  -0.110  2.574  0.963
P  -2.663  1.372  0.377
O  -2.397  0.868  1.779
O  -1.956  -2.917  4.707
O  -1.467  2.385  0.027
O  0.514  1.196  1.110
O  0.674  3.686  0.398
O  -3.955  2.355  0.347
O  -2.846  0.365  -0.706
O  -0.734  2.985  2.387
C  -2.988  -3.830  4.373
C  -1.469  -2.081  3.752
C  1.330  -4.408  0.797
C  1.889  -1.713  1.036
C  0.555  -2.123  0.973
C  2.651  -3.992  0.870
C  0.289  -3.483  0.848
C  2.926  -2.635  0.984
H  -2.744  -4.389  3.469
H  3.457  -4.716  0.830
H  -4.683  1.836  -0.008
H  -3.070  -4.504  5.225
H  1.098  -5.463  0.693
H  -1.341  2.262  2.639
H  -3.936  -3.310  4.216
H  -0.731  -3.836  0.776
H  3.953  -2.290  1.038
H  2.105  -0.654  1.141

Output
- total charge = -2
- multiplicity = 1
- electronic energy (eV) = -329960.7299
- frontier orbital gap (eV) = 4.842
- energy above the lowest of the compared OMol25 structures with the same formula, charge and spin (kcal/mol) = 0.0

=====

6.
The following is a DFT calculation (ωB97M-V/def2-TZVPD) of a 2-piece molecular cluster, C4H8N2O overall at a distorted geometry.

Element x y z (Å)
O  -0.176  2.817  0.181
N  -1.485  -0.906  0.407
N  0.540  -0.087  0.825
C  -0.752  -1.071  -0.703
C  1.757  -0.764  -1.289
C  -0.638  -0.278  1.343
C  0.520  -0.585  -0.473
H  1.675  -0.119  -2.170
H  -1.136  -1.318  -1.681
H  0.369  3.335  -0.427
H  1.789  -1.797  -1.636
H  -2.358  -1.326  0.652
H  -1.206  0.370  1.998
H  0.346  1.999  0.227
H  2.652  -0.533  -0.724

Output
- SMILES = Cc1c[nH]cn1.O
- multiplicity = 1
- electronic energy (eV) = -9304.9479
- frontier orbital gap (eV) = 9.466
- energy above the lowest of the compared OMol25 structures with the same formula, charge and spin (kcal/mol) = 33.3

=====

7.
The following is a DFT calculation (ωB97M-V/def2-TZVPD) of C3H3BaLiO2 as an isolated structure at a distorted geometry.

Element x y z (Å)
Ba  3.444  0.133  1.408
O  -0.923  1.525  -1.134
O  0.947  0.612  0.580
C  -1.225  0.454  -0.623
C  -0.146  -0.143  0.522
C  -0.302  -1.276  -0.197
Li  0.689  2.140  -0.529
H  -2.287  0.135  -0.576
H  -0.710  -1.610  0.949
H  0.512  -1.970  -0.401

Output
- total charge = +1
- multiplicity = 2
- electronic energy (eV) = -8142.2973
- frontier orbital gap (spin up / spin down) (eV) = 5.110 / 8.257
- energy above the lowest of the compared OMol25 structures with the same formula, charge and spin (kcal/mol) = 2.8
- expectation value of S² = 0.75

=====

8.
The following is a DFT calculation (ωB97M-V/def2-TZVPD) of C3H6O3 in the gas phase at a distorted geometry.

Element x y z (Å)
O  -2.468  -0.710  0.815
O  -2.754  -0.347  -0.551
O  -1.494  1.473  0.120
C  0.840  -0.175  0.404
C  -1.563  0.190  -0.196
C  -0.274  -0.445  -0.613
H  1.767  0.076  -0.098
H  1.004  -1.042  1.036
H  0.564  0.660  1.040
H  -0.437  -1.513  -0.742
H  -0.029  -0.006  -1.582
H  -2.363  1.835  0.356

Output
- SMILES = CCC1(O)OO1
- multiplicity = 1
- electronic energy (eV) = -9347.2002
- frontier orbital gap (eV) = 10.452
- energy above the lowest of the compared OMol25 structures with the same formula, charge and spin (kcal/mol) = 94.9